Record 1
Below is a molecular structure, C29H46BN8O2S3W in a non-equilibrium geometry, with properties calculated with ωB97M-V with the def2-TZVPD basis set.

```
90
Properties=species:S:1:pos:R:3:forces:R:3:mulliken_spin:R:1
W -0.571954 -0.138310 -0.180814 1.3 -1.3 1.4 0.963
C 2.850346 0.247590 0.764986 0.0 0.0 0.1 0.004
C 2.372146 1.013990 -0.417614 0.2 0.1 0.0 -0.006
C 3.148846 1.869290 -1.204214 -0.3 -0.1 0.0 -0.001
C 2.323946 2.276190 -2.227414 0.1 -0.2 0.2 0.008
N 1.126546 1.697790 -2.048514 0.2 0.4 -0.4 -0.044
N 1.145546 0.918190 -0.945414 0.4 0.3 0.0 -0.027
B -0.133154 1.704090 -2.911914 0.0 -0.1 0.4 0.026
N -0.409354 0.240890 -3.313614 0.0 0.1 -0.5 -0.011
C -0.324954 -0.313910 -4.533514 0.0 -0.3 0.1 0.003
C -0.561654 -1.663010 -4.412014 0.0 0.2 0.2 -0.005
C -0.770154 -1.873010 -3.044814 -0.3 0.0 -0.2 -0.015
C -1.056254 -3.172810 -2.381014 0.0 0.1 0.1 0.006
N -0.667854 -0.711510 -2.396214 -0.4 0.0 0.2 0.032
N -1.320154 2.171890 -2.037314 -0.1 0.4 -0.3 -0.033
C -2.040354 3.297290 -2.165314 0.0 -0.2 0.3 0.001
C -3.063454 3.256890 -1.244814 0.1 -0.2 0.1 -0.002
C -2.890454 2.051790 -0.555614 -0.2 0.2 -0.2 -0.008
C -3.734154 1.511190 0.539386 0.1 0.0 0.1 0.005
N -1.829454 1.411590 -1.052314 -0.1 -0.3 0.2 0.021
N -0.076754 2.612690 -4.113614 -0.3 -0.2 -0.5 -0.001
C -1.048754 2.744390 -5.053714 0.1 0.1 -0.1 0.000
C -0.748854 3.837090 -5.826914 -0.1 -0.2 0.2 0.000
C 0.442246 4.345190 -5.269614 -0.1 -0.3 0.0 0.000
C 1.215846 5.548090 -5.673214 0.0 0.0 0.1 0.000
N 0.821946 3.598390 -4.252614 0.6 0.5 0.2 0.000
H 3.577446 0.836290 1.322786 0.0 0.1 0.0 0.002
H 3.344946 -0.661910 0.416686 -0.1 -0.1 0.0 0.001
H 2.031946 -0.052110 1.419486 0.2 0.2 -0.1 0.000
H 4.176046 2.127890 -1.048814 0.2 0.1 0.0 0.001
H 2.475246 2.942390 -3.051914 0.0 0.0 -0.1 0.001
H -0.091854 0.268890 -5.401414 0.0 0.2 -0.1 0.000
H -0.554554 -2.406510 -5.183914 0.0 -0.1 -0.1 0.000
H -0.371754 -3.932410 -2.758114 0.0 0.0 0.1 0.001
H -2.072954 -3.500410 -2.603114 0.0 0.0 0.0 0.001
H -0.935454 -3.074310 -1.302714 0.1 -0.1 0.0 -0.001
H -1.784054 4.055790 -2.877114 0.1 0.0 -0.2 0.000
H -3.832354 3.985690 -1.087314 -0.1 0.1 0.1 0.000
H -4.399354 2.294590 0.889886 -0.1 0.0 0.1 0.000
H -3.127754 1.153390 1.371986 -0.1 0.1 0.0 -0.004
H -4.342554 0.679390 0.181086 0.0 0.0 0.0 0.000
H -1.878754 2.067290 -5.086414 -0.2 -0.2 0.0 0.000
H -1.296354 4.225190 -6.662414 -0.1 0.0 -0.1 0.000
H 1.416846 5.531690 -6.742214 0.1 0.1 -0.1 0.000
H 2.154846 5.577990 -5.127214 0.1 0.0 0.0 0.000
H 0.643146 6.443690 -5.435014 0.1 0.1 -0.1 0.000
C 1.531646 -4.642810 0.937486 0.1 0.0 0.1 0.000
C 1.452446 -3.341710 0.196886 -0.2 0.7 1.1 0.028
S 0.604446 -2.113510 1.063086 -1.0 0.3 -2.1 0.026
C 2.055846 -3.196410 -1.035314 0.3 1.2 -1.0 0.001
C 2.756446 -4.358910 -1.679214 -0.1 -0.2 -0.1 -0.001
S 2.063446 -1.738310 -1.896714 0.3 -0.8 0.5 0.056
H 1.079146 -4.528410 1.918686 0.0 -0.2 0.1 0.000
H 2.563246 -4.969410 1.055086 0.1 -0.1 0.1 0.000
H 0.999746 -5.422110 0.393986 -0.1 -0.2 0.0 0.000
H 3.527046 -4.782710 -1.032814 0.0 0.0 0.1 0.000
H 3.221346 -4.016610 -2.600314 0.0 -0.1 0.0 -0.001
H 2.046346 -5.152310 -1.920614 0.0 -0.2 0.0 0.001
C -3.350954 -2.282410 0.030486 0.3 0.3 -0.1 -0.004
C -2.178254 -1.351510 0.211686 -0.8 -0.7 0.1 -0.031
O -1.973054 -0.811610 1.312986 0.0 0.5 -0.1 0.013
H -3.009654 -3.307110 0.192486 0.1 0.0 0.0 -0.002
H -3.752854 -2.210710 -0.977514 0.1 0.0 -0.1 0.001
H -4.135954 -2.069910 0.758486 0.1 0.1 0.0 -0.001
C -0.374754 -4.060510 5.229386 0.0 0.2 -0.1 0.000
C -0.654854 -2.764910 4.476886 -0.1 -0.1 0.1 -0.002
C 0.452346 -1.746910 4.660286 -0.4 0.4 -0.5 -0.001
S -0.005354 -0.209810 3.741086 1.9 -0.7 0.9 0.009
O -1.228954 0.272890 4.386686 -1.4 0.5 0.4 0.000
C 1.407946 0.827090 4.437086 -0.3 -0.2 -0.5 0.001
C 0.885446 2.090690 5.096286 -0.2 -0.1 0.2 0.000
C 0.408346 1.831090 6.520986 0.0 0.1 -0.1 0.000
H -1.191054 -4.767610 5.093586 0.0 -0.1 0.0 0.000
H -0.259754 -3.867810 6.295286 0.0 0.0 0.1 0.000
H 0.544046 -4.516310 4.866486 0.1 -0.1 0.0 0.000
H -1.586854 -2.330110 4.836186 -0.1 0.1 0.0 -0.001
H -0.771554 -2.961510 3.409886 -0.1 0.0 0.0 0.004
H 1.382746 -2.096210 4.220386 0.3 0.0 0.0 0.001
H 0.591946 -1.503210 5.711286 0.1 0.2 0.1 0.000
H 2.032546 1.067890 3.579586 0.1 -0.1 -0.1 0.000
H 1.981346 0.226490 5.137986 0.1 -0.1 0.0 0.000
H 0.045346 2.469490 4.510786 0.1 0.1 0.0 0.000
H 1.671246 2.852990 5.098686 0.0 -0.1 -0.1 0.000
H -0.436454 1.145590 6.503086 0.0 0.0 0.1 0.000
H 0.089646 2.761190 6.987886 0.0 0.0 0.1 0.000
H 1.206646 1.403490 7.128386 0.1 0.0 0.1 0.000
C -0.285254 1.522390 1.272286 -0.3 0.2 -0.1 -0.025
H -1.018354 1.527190 2.082686 -0.1 -0.1 -0.1 -0.002
H -0.409754 2.486890 0.755786 0.1 -0.2 -0.1 0.005
H 0.690546 1.591590 1.755786 0.1 -0.2 -0.2 0.007
```
Positions in Å, forces in eV/Å.

Output
* spin multiplicity: 2
* E_LUMO (spin up / spin down): -1.5 / -1.4 eV
* calculated total energy: -3007.70135 Ha
* HOMO energy (spin up / spin down): -6.4 / -6.2 eV
* charge: 0
* ΔE to the lowest compared entry with this formula, charge and spin: 56.2 kcal/mol
* frontier orbital gap (spin up / spin down): 4.9049 / 4.8329 eV

---

Record 2
Below is a gas-phase ion, C7H17S (charge +1), with properties calculated with ωB97M-V with the def2-TZVPD basis set.

```
25
Properties=species:S:1:pos:R:3:forces:R:3:mulliken_charge:R:1
C -0.071725 1.517371 2.745374 -0.2 -0.1 -0.1 -1.313
C -0.960303 0.733532 1.786581 0.1 0.0 -0.2 -0.451
C -0.275696 -0.493682 1.189626 -0.2 -0.1 0.1 -0.185
C -1.168098 -1.269339 0.205158 0.4 0.1 -0.1 -0.752
C -0.702738 -1.286349 -1.260235 -0.2 0.1 0.1 -0.750
C -0.160231 0.044087 -1.815353 0.0 -0.2 -0.2 -0.407
C 1.202635 -0.081326 -2.494892 -0.5 0.0 -0.2 -0.828
S 2.655360 0.130532 -1.445138 0.6 -0.3 -0.4 0.041
H -0.672783 2.152070 3.391290 0.0 0.1 0.1 0.377
H 0.505493 0.839379 3.371824 0.1 0.0 0.1 0.318
H 0.614919 2.161310 2.196478 0.1 0.0 0.0 0.298
H -1.868768 0.393094 2.284692 0.0 0.0 0.1 0.390
H -1.292126 1.380517 0.969186 -0.1 0.1 0.0 0.301
H 0.017714 -1.148405 2.010133 0.1 0.0 0.0 0.565
H 0.655021 -0.170850 0.707700 0.1 0.0 0.0 -0.415
H -2.175748 -0.860022 0.246426 -0.1 0.0 0.1 0.460
H -1.213157 -2.305423 0.532853 -0.3 -0.1 0.0 0.275
H -1.565334 -1.558660 -1.866402 0.0 -0.2 -0.1 0.326
H 0.014665 -2.096656 -1.410283 0.2 0.1 0.1 0.444
H -0.822303 0.396500 -2.605208 -0.1 0.1 0.0 0.407
H -0.148885 0.823613 -1.055545 0.0 0.1 0.0 0.332
H 1.336112 -1.062154 -2.946733 0.1 -0.1 0.0 0.481
H 1.345135 0.659376 -3.280708 0.1 0.1 0.0 0.450
H 2.555829 1.441403 -1.183743 -0.2 0.1 0.3 0.278
H 2.195012 -0.339920 -0.273083 -0.1 0.2 0.2 0.359
```
Positions in Å, forces in eV/Å.

Output
* E_LUMO: -3.8 eV
* calculated total energy: -674.79568 Ha
* HOMO energy: -14.5 eV
* charge: +1
* frontier orbital gap: 10.7044 eV

---

Record 3
Below is a gas-phase ion, C5H7NO3 (charge -2) in a non-equilibrium geometry, with properties calculated with ωB97M-V with the def2-TZVPD basis set.

```
16
Properties=species:S:1:pos:R:3:forces:R:3:mulliken_charge:R:1
O 2.806477 -0.728269 1.053669 1.3 -0.8 1.0 -0.726
C 2.392889 -0.363801 -0.054486 -0.1 0.0 -1.0 0.097
O 2.959917 -0.471946 -1.190142 0.0 0.1 0.5 -0.789
C 1.051763 0.280257 0.014543 0.8 2.2 -1.0 1.210
N 1.298039 2.007210 0.385706 1.6 -3.0 -2.0 -0.453
O 0.128306 2.595617 0.140289 -0.6 1.1 -0.4 -0.765
C 0.026082 -0.026395 -1.104347 0.1 -0.9 -2.1 -0.645
C -0.846162 -0.727057 -0.063205 -1.4 -0.7 1.8 -0.666
C 0.114632 -0.112179 1.074465 -2.3 -1.6 -1.7 -1.220
H 2.019967 2.107116 -0.441006 -1.5 0.4 1.1 0.247
H 0.296530 -0.719137 -2.075772 -0.2 1.9 2.4 0.204
H -0.437535 0.930870 -1.429060 0.2 -0.4 0.1 0.236
H -1.954631 -0.496421 0.075558 1.0 0.4 -0.5 0.317
H -0.908722 -1.847379 -0.011788 0.8 0.6 -0.5 0.223
H -0.393013 0.783990 1.368487 -0.1 0.5 1.1 0.367
H 0.449856 -0.879262 1.734572 0.3 0.1 1.1 0.363
```
Positions in Å, forces in eV/Å.

Output
* structure (SMILES): O=C([O-])C1(N[O-])CCC1
* E_LUMO: 7.0 eV
* calculated total energy: -475.00450 Ha
* HOMO energy: 1.8 eV
* charge: -2
* ΔE to the lowest compared entry with this formula, charge and spin: 60.4 kcal/mol
* frontier orbital gap: 5.1422 eV